The following is a quantum chemistry calculation of a molecular structure, C2HFO2Tb in a non-equilibrium geometry, from the Open Molecules 2025 dataset.

Geometry (Å):
C: -1.04157 -0.48489 -0.98853
C: -0.09926 -0.61161 -0.05804
Tb: 1.75768 1.85163 1.13479
F: -0.20061 1.05267 1.57904
O: -1.84486 -0.38460 -1.83307
O: 1.46105 0.19533 -0.20284
H: -0.03243 -1.61854 0.36865

Relative energy (zero: lowest compared OMol25 entry of this formula, charge and spin)   0.0 kcal/mol
Total charge   +1
Spin multiplicity   7
<S²>   13.035